Computed, not measured: a single C22H26ClFN2O2 molecule, with ωB97M-V with the def2-TZVPD basis set.

```
54
Properties=species:S:1:pos:R:3:forces:R:3:nbo_charge:R:1
Cl -6.2480 0.8587 -1.7384 0.02 0.02 0.00 -0.018
F 3.1847 -4.1444 0.7371 0.05 0.08 0.01 -0.348
O 4.4047 0.5167 2.1963 0.15 0.31 -0.24 -0.634
O -5.6578 3.5359 -2.8807 -0.19 0.01 -0.14 -0.658
N -1.4826 0.3181 0.5931 -0.16 0.01 0.10 -0.452
N 4.0211 -1.6996 2.3284 0.06 -0.46 0.03 -0.620
C 4.2802 -2.1994 -0.0357 -0.01 -0.19 0.10 -0.126
C 3.7426 -0.4075 2.6215 -0.21 -0.04 0.55 0.689
C -4.7445 3.0903 -1.9927 0.18 -0.20 0.24 0.277
C 4.4417 -1.2702 -1.0534 -0.04 -0.13 0.01 -0.174
C 1.3956 -0.2171 0.5846 -0.02 0.40 0.00 -0.412
C 0.7126 0.5036 -0.5748 -0.17 -0.23 0.06 -0.410
C -3.9236 1.4124 -0.4506 0.07 0.17 -0.03 -0.153
C 3.7388 -1.3879 -2.2405 -0.01 0.09 -0.13 -0.226
C 1.2335 -0.7538 3.0705 -0.03 0.34 -0.04 -0.379
C -0.7633 0.1005 -0.6490 0.19 0.10 -0.21 -0.225
C -2.6908 3.4339 -0.7840 -0.08 -0.13 0.04 -0.184
C 3.3834 -3.2382 -0.2537 0.09 0.20 -0.26 0.455
C 2.6735 -3.3773 -1.4298 0.01 -0.13 0.25 -0.304
C 2.8568 -2.4381 -2.4302 0.02 0.05 0.01 -0.196
C -4.8639 1.8522 -1.3582 -0.02 0.06 -0.02 -0.120
C 2.5795 -0.2268 3.5823 -0.10 0.02 -0.08 -0.496
C -0.8270 -0.3542 1.6943 0.19 0.16 0.16 -0.195
C 4.9730 -2.0588 1.2967 0.02 -0.02 -0.08 -0.246
C -2.8212 2.2046 -0.1538 -0.04 0.06 -0.03 -0.063
C -1.8061 1.7122 0.8436 -0.02 -0.09 0.04 -0.238
C 0.6497 0.0366 1.8959 -0.13 -0.45 -0.04 -0.247
C -3.6383 3.8755 -1.6882 -0.28 -0.02 -0.17 -0.256
H 0.7949 1.5830 -0.4351 0.05 0.09 -0.04 0.193
H 1.2094 0.2500 -1.5126 0.01 0.07 -0.05 0.214
H 1.3186 -1.8051 2.7829 -0.08 -0.10 0.02 0.190
H 5.1185 -0.4435 -0.9015 0.08 0.11 0.05 0.226
H -0.8789 -1.4298 1.4904 0.04 -0.07 0.09 0.189
H -0.9294 2.3783 0.8259 -0.07 0.03 0.05 0.173
H -1.8379 4.0597 -0.5670 0.12 0.05 0.03 0.213
H 1.4026 -1.2915 0.3791 0.04 -0.11 0.02 0.192
H 3.8768 -0.6533 -3.0189 0.01 0.07 -0.08 0.219
H -6.3544 2.8659 -2.9695 0.12 0.14 0.00 0.490
H -1.2729 0.6529 -1.4415 0.00 -0.11 -0.04 0.209
H 5.7136 -1.2582 1.2496 -0.03 -0.17 -0.01 0.241
H 2.3058 -2.5274 -3.3537 -0.05 -0.01 -0.09 0.220
H 5.4579 -2.9976 1.5791 0.01 0.15 -0.02 0.215
H 0.5250 -0.7049 3.9021 0.00 -0.09 0.02 0.210
H -2.2440 1.7696 1.8462 0.13 0.02 0.01 0.208
H -1.3974 -0.1571 2.6062 0.00 -0.06 0.03 0.194
H 2.8326 -0.7446 4.5111 0.03 0.05 0.02 0.225
H -4.0248 0.4499 0.0245 -0.05 -0.13 0.01 0.232
H 1.9901 -4.2036 -1.5464 -0.06 -0.09 0.01 0.230
H 2.4974 0.8393 3.7988 0.08 -0.05 0.00 0.231
H 2.4284 0.1212 0.6600 0.02 -0.08 -0.05 0.228
H 0.7019 1.1043 2.1335 0.01 0.06 0.03 0.197
H 3.3901 -2.4232 2.6341 0.00 0.12 0.02 0.398
H -0.8309 -0.9683 -0.8785 0.01 0.00 -0.09 0.190
H -3.5412 4.8306 -2.1786 0.01 0.12 -0.07 0.227
```
Forces are in eV/Å.

Calculated values
- energy above the lowest of the compared OMol25 structures with the same formula, charge and spin (eV) = 0.087
- HOMO-LUMO gap (eV) = 9.00
- energy (Ha) = -1674.02073
- structure (SMILES) = O=C(CC[C@H]1CCCN(Cc2ccc(O)c(Cl)c2)C1)NCc1ccccc1F
- E_LUMO (Eh) = 0.0263

=====

Computed, not measured: a single C22H26ClN3O4S molecule, with ωB97M-V with the def2-TZVPD basis set.

```
57
Properties=species:S:1:pos:R:3:forces:R:3:nbo_charge:R:1
Cl 1.1299 -1.9331 1.0276 0.62 -0.15 -0.07 0.014
S -1.9205 -0.8341 1.4510 -0.34 0.82 0.15 2.312
O -6.4280 -2.2392 1.6441 -0.07 0.28 -0.03 -0.527
O 2.0235 4.0289 -1.0458 0.09 0.10 0.25 -0.616
O -2.0473 -1.9889 0.6109 -0.18 0.11 -0.22 -0.944
O -1.4014 -0.9892 2.7806 0.00 0.34 -0.05 -0.938
N -3.4081 -0.0649 1.5230 0.75 -0.37 0.05 -0.869
N 2.2927 2.4534 -2.6274 0.07 0.08 -0.23 -0.434
N 4.2157 0.8438 -1.9885 0.07 -0.13 -0.20 -0.445
C 4.6701 2.2063 -2.2187 0.13 0.19 -0.08 -0.222
C 2.8164 -0.4665 -0.4797 -0.03 -0.16 -0.09 -0.349
C -1.2405 0.6461 -0.7436 -0.04 -0.02 -0.11 -0.186
C -5.3214 -1.5479 2.1876 0.36 0.16 0.10 0.089
C 4.6196 0.8377 0.3975 0.01 0.13 0.01 -0.287
C 3.5843 3.0115 -2.9768 0.10 0.26 0.06 -0.247
C 2.5084 -0.8859 0.8022 0.12 0.01 0.08 0.015
C 0.0545 1.0631 1.2439 -0.10 0.03 0.11 -0.209
C -0.4346 1.5168 -1.4588 0.01 0.04 0.15 -0.201
C 3.4503 0.3736 -3.1180 -0.10 -0.01 0.02 -0.236
C 0.6575 2.1136 -0.8352 -0.13 0.03 0.33 -0.132
C -0.9655 0.4045 0.5880 -0.11 -0.26 0.28 -0.304
C -6.0248 -3.5547 1.2783 -0.05 -0.42 -0.11 -0.074
C 4.3002 0.4085 1.6692 -0.06 0.05 -0.06 -0.173
C 3.2355 -0.4490 1.8949 -0.21 -0.18 0.05 -0.291
C -4.4506 -2.6272 2.8330 -0.19 0.07 -0.09 -0.440
C 2.1063 1.1379 -3.2007 -0.05 -0.30 -0.08 -0.239
C 1.6889 2.9567 -1.5156 -0.21 0.06 -0.06 0.671
C 0.8709 1.9172 0.5274 -0.16 0.09 -0.17 -0.108
C -4.5848 -0.7726 1.0754 -0.57 -0.39 -0.18 -0.257
C 3.8690 0.4256 -0.7110 0.02 -0.19 0.30 0.277
C -4.6192 -3.7892 1.8539 -0.09 0.10 -0.07 -0.446
H 2.9812 -0.7757 2.8889 -0.05 -0.06 0.12 0.231
H -5.7168 -0.8310 2.9175 0.06 -0.06 -0.03 0.181
H -6.7629 -4.2453 1.6992 0.08 0.04 -0.09 0.178
H 3.2886 -0.7009 -3.0445 0.00 0.02 -0.09 0.222
H 1.6964 2.4213 1.0055 0.10 0.03 0.05 0.232
H -4.2452 -1.4702 0.3093 -0.24 0.00 -0.08 0.226
H 2.2087 -0.8500 -1.2801 -0.09 0.01 -0.14 0.223
H 0.2167 0.8663 2.2914 0.11 -0.02 0.12 0.248
H -0.6557 1.7307 -2.4943 0.01 -0.05 -0.10 0.223
H 4.8956 0.7465 2.5040 0.06 0.02 0.07 0.219
H -4.5378 -4.7578 2.3417 0.04 -0.03 -0.02 0.219
H -3.8593 -3.7260 1.0756 -0.01 -0.07 0.01 0.224
H 4.0511 0.5585 -4.0130 -0.06 -0.08 0.03 0.203
H 1.7929 1.2446 -4.2464 -0.02 -0.10 0.07 0.199
H -2.0651 0.1311 -1.2097 -0.11 0.00 -0.16 0.233
H 1.3302 0.6047 -2.6562 0.11 0.04 -0.14 0.228
H -5.2813 -0.0595 0.6216 0.08 -0.12 0.00 0.206
H 5.4737 1.4827 0.2644 0.07 0.04 -0.04 0.215
H 3.6042 4.0578 -2.6738 0.06 -0.12 -0.13 0.257
H 5.5987 2.1879 -2.8006 -0.02 0.11 0.07 0.197
H 3.7121 2.9463 -4.0594 0.01 0.01 0.03 0.194
H -4.8560 -2.8846 3.8126 0.04 0.05 0.01 0.212
H -3.5237 0.4011 2.4095 0.16 0.15 0.20 0.403
H 4.8625 2.6917 -1.2643 0.02 -0.02 -0.06 0.220
H -6.0421 -3.6525 0.1869 -0.01 -0.02 0.10 0.173
H -3.4138 -2.3205 2.9454 -0.06 -0.11 0.19 0.230
```
Forces are in eV/Å.

Calculated values
- energy above the lowest of the compared OMol25 structures with the same formula, charge and spin (eV) = 1.891
- HOMO-LUMO gap (eV) = 8.44
- energy (Ha) = -2177.53267
- structure (SMILES) = O=C(c1ccc(S(=O)(=O)NC[C@@H]2CCCO2)cc1)N1CCN(c2cccc(Cl)c2)CC1
- E_LUMO (Eh) = 0.0118

=====

Computed, not measured: a molecular structure, C22H26CrN4O2 at a distorted geometry, with ωB97M-V with the def2-TZVPD basis set.

```
55
Properties=species:S:1:pos:R:3:forces:R:3:nbo_charge:R:1
Cr 1.8945 -0.0635 -0.6956 -0.97 0.14 0.27 1.012
O 1.2971 4.5858 0.0047 -0.78 -0.35 1.04 -0.990
O -0.2605 0.0123 -0.3044 0.71 -0.88 -0.11 -1.068
N -6.8643 1.4332 -0.0390 0.39 0.94 -0.67 -0.426
N 1.4830 -0.9372 -2.8392 -0.30 -0.63 -4.28 -0.478
N 2.3612 -2.1060 -0.1165 0.86 -3.09 1.10 -0.505
N 2.7906 0.4180 1.5635 0.56 -0.90 2.59 -0.477
C 0.1635 4.3603 0.7851 1.38 0.12 -2.10 -0.221
C 2.7807 -4.9035 0.1687 -0.67 -0.41 0.88 -0.190
C 0.2156 -0.7668 -3.4019 1.93 0.70 2.33 0.057
C 2.0320 1.1792 3.7658 1.00 -1.41 0.99 -0.254
C -5.5263 1.4006 0.2572 -2.25 -0.26 0.76 0.032
C 3.5724 -2.7289 -0.4272 -2.10 0.27 0.57 0.011
C 3.7198 -0.5216 3.6383 -0.51 0.39 0.86 -0.287
C 3.8014 -4.0893 -0.2253 0.37 0.46 -0.51 -0.258
C 1.9372 -2.1612 -4.9583 -0.63 0.43 0.08 -0.285
C 0.6471 -1.9406 -5.4163 0.69 -0.18 -0.07 -0.153
C 3.6552 -0.3984 2.2727 -0.44 0.95 -1.44 0.037
C 2.9190 0.2792 4.4445 -1.39 0.42 -1.89 -0.164
C -5.5259 3.6389 0.9537 -0.34 0.49 1.71 -0.162
C 1.6117 -4.3165 0.6224 -1.17 0.86 -0.40 -0.268
C 1.9650 1.1574 2.3715 0.88 -0.43 -1.09 0.055
C -0.2107 -1.2166 -4.6221 -0.51 -0.68 -0.25 -0.279
C -1.3684 0.5516 0.2898 0.40 0.36 0.02 -0.197
C -7.5011 2.6240 0.1061 0.94 -0.14 1.22 0.010
C -4.8678 2.4360 0.8790 0.37 -0.17 -0.74 -0.247
C 2.3296 -1.5908 -3.7569 -0.86 0.33 1.92 0.042
C 1.4139 -2.9493 0.5185 2.69 1.54 -1.27 0.038
C -6.8813 3.7173 0.6794 1.40 0.26 -0.83 -0.262
H -1.8926 1.2064 -0.4063 -0.22 0.65 0.04 0.129
H -5.1138 4.4892 1.4767 0.52 0.07 -0.18 0.214
H 0.4407 -2.3184 -6.4068 -0.63 -0.06 0.04 0.209
H 3.3657 -1.6982 -3.4715 0.04 0.02 0.39 0.192
H -0.7366 4.2864 0.1748 -0.98 0.60 -0.58 0.085
H 1.2608 1.7076 1.7650 -0.28 0.52 0.44 0.248
H 4.3493 -2.1253 -0.8727 -0.09 0.35 0.07 0.205
H 4.3792 -0.9836 1.7252 -0.21 -0.04 -0.54 0.186
H -0.4136 -0.1528 -2.7746 -0.30 -0.24 0.31 0.249
H -1.1629 1.0593 1.2322 0.42 0.99 0.16 0.120
H 0.7179 -4.8186 0.9620 0.30 -0.67 0.25 0.220
H 4.7535 -4.5681 -0.4005 0.25 0.38 -0.33 0.212
H -3.8781 2.2190 1.2529 0.24 0.50 -0.13 0.243
H 4.3400 -1.2643 4.1181 0.28 -0.07 -0.26 0.209
H -2.1544 -0.0912 0.6861 -0.37 -1.40 -0.36 0.093
H 1.3865 1.7820 4.3875 -0.23 0.20 -0.39 0.225
H 0.0555 3.3611 1.2072 0.53 -0.77 1.06 0.071
H -0.0225 5.1178 1.5465 -0.14 0.30 0.68 0.085
H -7.3362 4.6821 0.8483 -0.52 -0.13 -0.13 0.208
H 2.8506 0.0451 5.4966 0.09 0.58 0.20 0.208
H 2.5475 -2.8005 -5.5790 0.62 0.28 0.24 0.215
H -5.0166 0.4496 0.2095 -0.20 -0.24 -0.40 0.200
H 2.9309 -5.9718 0.2187 -0.06 -0.10 0.05 0.210
H 0.5776 -2.4275 0.9597 -0.27 0.05 -0.37 0.235
H -1.2644 -1.1408 -4.8462 0.01 0.43 -0.27 0.225
H -8.5484 2.8518 -0.0269 -0.46 -1.33 -0.65 0.185
```
Forces are in eV/Å.

Calculated values
- energy above the lowest of the compared OMol25 structures with the same formula, charge and spin (eV) = 3.192
- spin multiplicity = 6
- HOMO-LUMO gap (alpha / beta) (eV) = 3.98 / 3.95
- net charge = -1
- energy (Ha) = -2267.69386
- E_LUMO (alpha / beta) (Eh) = 0.0833 / 0.0823

=====

Computed, not measured: 2 unconnected molecules or ions with the total composition C22H26F3O2Si at a distorted geometry, with ωB97M-V with the def2-TZVPD basis set.

```
54
Properties=species:S:1:pos:R:3:forces:R:3:nbo_charge:R:1
Si 2.7357 2.1825 -2.5159 1.32 0.84 0.29 1.867
F 1.6190 2.4388 4.7675 -0.62 0.02 0.77 -0.303
F 0.8038 1.1697 6.3856 -0.06 0.77 -0.32 -0.299
F -0.5350 2.5256 5.2622 0.81 -0.07 0.39 -0.303
O -0.3255 2.7187 -2.6036 1.78 -0.59 -0.82 -0.518
O 1.5222 1.1897 -3.1219 -1.60 1.43 0.40 -0.818
C -4.0099 -3.6109 0.9243 -0.11 0.39 0.34 -0.238
C -1.9266 1.0667 -1.9751 -0.50 -0.36 -0.07 -0.431
C -0.9687 0.0178 4.1816 -0.41 0.01 0.18 -0.188
C -3.7870 -4.6824 0.0810 0.02 -0.19 -0.07 -0.070
C -0.2895 -1.3749 2.3222 -0.03 0.06 0.15 -0.092
C 4.1300 1.0670 -1.9746 -0.51 0.00 -0.28 -1.131
C -2.5088 -4.9555 -0.3667 0.24 -0.29 -0.24 -0.229
C 0.9838 -0.7647 2.3861 -0.17 -0.35 -0.23 -0.102
C 3.3837 3.3632 -3.8130 -0.44 -0.47 0.23 -1.135
C 0.2711 0.6267 4.1908 0.14 -0.03 -0.27 -0.015
C -1.6374 -3.1041 0.9376 0.10 0.24 0.07 -0.215
C -1.6487 2.5718 -2.0863 -0.32 0.08 0.18 -0.054
C -0.6404 0.4414 -2.3913 1.64 2.24 -0.39 -0.189
C -0.4868 -2.3737 1.3357 -0.60 -0.11 0.11 0.159
C 0.5517 1.7316 5.1875 -0.05 -0.56 -0.67 0.966
C -0.3297 -1.0019 -2.3873 0.00 -0.30 -0.06 -0.626
C -1.4545 -4.1821 0.0460 0.33 0.10 -0.03 -0.065
C 2.1677 3.1568 -1.0248 -0.16 -0.20 -0.45 -1.139
C -1.2504 -0.9726 3.2769 -0.01 -0.15 0.05 -0.126
C 1.2494 0.2152 3.3056 0.45 0.33 0.12 -0.198
C -2.9618 -2.8267 1.3377 -0.15 0.19 0.04 -0.039
C 0.2343 1.4421 -2.7291 -1.79 -2.30 0.72 0.602
H 1.7056 2.4949 -0.2994 -0.15 -0.06 0.27 0.223
H -3.1783 -1.9540 1.9190 -0.11 0.16 0.11 0.208
H 3.0160 3.6540 -0.5632 0.16 0.01 0.06 0.244
H -1.1501 -1.5811 -1.9618 -0.09 -0.02 -0.01 0.197
H -0.1538 -1.3655 -3.3995 0.06 -0.19 -0.01 0.233
H -0.4619 -4.3945 -0.3106 0.25 -0.09 -0.08 0.229
H 1.7566 -1.0832 1.7049 0.10 -0.01 -0.15 0.234
H 1.4437 3.9047 -1.3320 -0.10 0.12 0.12 0.257
H 3.7520 0.3487 -1.2535 0.07 -0.23 0.17 0.223
H 4.1761 3.9777 -3.3951 0.11 0.08 0.08 0.245
H -2.1887 0.7699 -0.9515 -0.15 0.08 -0.07 0.188
H 4.5241 0.5321 -2.8333 0.17 -0.19 -0.05 0.244
H 3.7813 2.8103 -4.6576 0.08 -0.01 -0.22 0.244
H -1.7040 0.3358 4.9016 -0.21 -0.06 0.08 0.251
H -2.3444 3.0854 -2.7646 0.28 -0.15 0.18 0.197
H 0.4095 -2.6365 0.7980 0.27 -0.11 -0.19 0.222
H -5.0112 -3.3808 1.2499 -0.11 0.07 0.02 0.242
H -1.6762 3.0763 -1.1101 -0.01 -0.12 -0.23 0.181
H -2.1938 -1.4770 3.3563 -0.11 -0.03 0.03 0.225
H 2.2177 0.6829 3.3547 0.18 0.01 -0.13 0.257
H 0.5641 -1.2048 -1.7970 0.20 -0.13 0.00 0.202
H -2.7402 0.7469 -2.6384 -0.09 0.11 0.19 0.207
H -4.6111 -5.2968 -0.2377 -0.16 -0.11 -0.09 0.241
H 2.5841 4.0105 -4.1571 -0.09 0.18 -0.16 0.246
H -2.3379 -5.7751 -1.0439 0.04 -0.12 -0.09 0.245
H 4.9290 1.6429 -1.5170 0.11 0.08 0.04 0.244
```
Forces are in eV/Å.

Calculated values
- energy above the lowest of the compared OMol25 structures with the same formula, charge and spin (eV) = 1.583
- HOMO-LUMO gap (eV) = 3.53
- net charge = +1
- energy (Ha) = -1593.26760
- E_LUMO (Eh) = -0.2302